{
  "formula": "AsF6H22O11",
  "method": "wB97M-V/def2-TZVPD",
  "species": ["As", "F", "F", "F", "F", "F", "F", "O", "O", "O", "O", "O", "O", "O", "O", "O", "O", "O", "H", "H", "H", "H", "H", "H", "H", "H", "H", "H", "H", "H", "H", "H", "H", "H", "H", "H", "H", "H", "H", "H"],
  "positions_angstrom": [[0.1929, -0.5405, -0.1307], [-1.4907, -0.8441, 0.1041], [-0.0497, 1.0525, 0.5368], [1.8894, -0.1151, -0.2680], [0.5615, -1.2742, 1.3944], [0.4641, -2.0548, -0.9063], [-0.0481, 0.1781, -1.7088], [0.4979, -4.6302, -1.9928], [1.9226, 1.4735, -4.2850], [-2.1256, -0.5461, 3.1564], [3.0460, 2.4344, 0.2570], [-0.1988, -1.7615, -3.7939], [-3.6328, 1.4676, 1.6492], [-1.0946, 3.7027, 0.2303], [0.4422, -2.9120, 4.0436], [-1.7510, 1.9870, -4.1055], [-0.5301, 1.8301, 3.1025], [4.5097, -0.7019, 1.2850], [-2.9357, 0.9264, 2.0401], [-2.5629, 2.4973, -4.1633], [-2.1021, -1.3975, 2.7093], [2.3854, 1.5038, -3.4427], [1.1875, 0.8715, -4.1320], [4.5372, -0.9036, 0.3459], [-1.9525, -0.7298, 4.0846], [-0.0394, -4.7738, -1.2108], [-0.1492, -1.1998, -3.0101], [2.6240, 1.5841, 0.0791], [-0.8615, 2.9180, 0.7411], [2.5709, 2.7907, 1.0114], [-1.2425, 3.3608, -0.6549], [0.2726, 1.5918, 2.6312], [-1.0753, 1.0367, 3.0376], [0.4522, -2.0138, 4.3849], [-4.3160, 0.8341, 1.4163], [-1.7713, 1.5886, -3.2292], [0.3120, -3.7212, -2.2567], [-1.1388, -1.8577, -3.9660], [3.5684, -0.6699, 1.4819], [-0.3679, -2.9822, 3.5343]],
  "nbo_charge": [2.84, -0.63, -0.65, -0.65, -0.63, -0.63, -0.65, -0.95, -0.95, -0.96, -0.96, -0.96, -0.94, -0.95, -0.93, -0.94, -0.96, -0.95, 0.48, 0.46, 0.49, 0.47, 0.48, 0.47, 0.48, 0.46, 0.49, 0.49, 0.49, 0.46, 0.46, 0.47, 0.48, 0.47, 0.45, 0.48, 0.49, 0.46, 0.48, 0.46],
  "de_lowest_kj_mol": 102.8,
  "orbital_gap_ev": 10.12,
  "homo_ev": -8.20,
  "total_charge": -1
}